(1)
DFT (the ωB97M-V functional and the def2-TZVPD basis) results for C5H8O2 in the gas phase.

Summary:
spin multiplicity = 1
orbital gap = 9.322 eV

Geometry as XYZ:
```
15
Properties=species:S:1:pos:R:3:lowdin_charge:R:1
C -0.2065 1.6279 -0.2801 -0.199
C 0.2045 0.4013 0.4790 -0.047
C 0.1777 2.3966 -2.4466 0.042
C -0.1849 -0.8471 0.2008 -0.386
C 0.1382 -2.0364 1.0508 -0.018
O 0.7152 1.9799 -1.3427 -0.157
O -0.9385 -1.1855 -0.8776 0.060
H -1.2107 1.5469 -0.7152 0.107
H -0.1982 2.4836 0.4017 0.123
H 0.8492 0.5591 1.3279 0.105
H 1.0347 2.6705 -3.1038 0.013
H 0.2309 -2.9118 0.4136 0.084
H -0.6806 -2.2159 1.7485 0.090
H 1.0572 -1.8835 1.6084 0.084
H -1.0792 -0.4283 -1.4577 0.099
```


(2)
DFT (the ωB97M-V functional and the def2-TZVPD basis) results for C5H11NO in the gas phase in a non-equilibrium geometry.

Summary:
spin multiplicity = 1
orbital gap = 9.042 eV
SMILES string = C/C=C(/C)N(C)O

Geometry as XYZ:
```
18
Properties=species:S:1:pos:R:3:lowdin_charge:R:1
C 1.6375 -1.1114 -0.8461 -0.091
C 0.5261 1.4978 -1.1106 -0.049
C -2.0808 -0.3167 1.1579 -0.104
N 0.4634 -0.7816 -0.0736 -0.109
C -0.1746 0.4187 -0.3312 -0.364
C -1.3003 0.6789 0.3736 -0.099
O 0.8662 -0.6187 1.4869 -0.065
H 0.7228 -1.4234 2.0050 0.071
H -1.7214 1.6730 0.3098 0.099
H 1.3547 -1.1786 -1.8972 0.096
H 2.4512 -0.3874 -0.7420 0.083
H 1.9931 -2.0851 -0.5104 0.084
H -0.0696 2.4091 -1.1160 0.076
H 1.4911 1.7291 -0.6550 0.082
H 0.7013 1.1860 -2.1421 0.075
H -1.8894 -0.1886 2.2236 0.074
H -1.8220 -1.3347 0.8733 0.070
H -3.1493 -0.1664 0.9943 0.070
```


(3)
DFT (the ωB97M-V functional and the def2-TZVPD basis) results for C5H8ClNS in the gas phase in a non-equilibrium geometry.

Summary:
spin multiplicity = 1
orbital gap = 8.952 eV
SMILES string = S=CN1C[C@@H]1CCCl

Geometry as XYZ:
```
16
Properties=species:S:1:pos:R:3:lowdin_charge:R:1
C 1.4741 0.7729 1.2508 -0.564
C 0.5887 -0.4452 0.9044 -0.206
C 0.3452 -0.6424 -0.6075 -0.245
C -0.8949 -1.3285 -1.1033 -0.077
C -1.5290 1.1070 -0.7504 -0.704
H 1.0062 1.6456 0.7995 0.056
H 1.5972 1.0060 2.3235 0.080
H 0.9511 -1.4137 1.2504 0.114
H -0.3425 -0.2388 1.4323 0.115
H 1.1516 -0.7410 -1.3157 0.126
H -1.5910 -1.6999 -0.3254 0.120
H -0.9418 -1.7998 -2.0671 0.109
H -1.0257 2.0463 -0.4725 0.062
N -0.7325 0.1025 -1.2317 -0.122
S -3.1678 1.0116 -0.6214 0.596
Cl 3.1110 0.6174 0.5341 0.541
```


(4)
DFT (the ωB97M-V functional and the def2-TZVPD basis) results for a molecular structure, ClH12O7V in a non-equilibrium geometry.

Summary:
spin multiplicity = 2
expectation value of S² = 0.790
total charge = +1
orbital gap (alpha / beta) = 8.862 / 9.087 eV

Geometry as XYZ:
```
21
Properties=species:S:1:pos:R:3:lowdin_charge:R:1
O -0.1968 1.0282 0.1062 -0.296
V 0.4124 -0.3045 -0.5141 0.703
Cl -1.0122 -0.0483 -2.4998 -0.021
O -2.8704 0.2859 1.8028 -0.062
H -2.0667 -0.0572 2.1985 0.006
H -2.5844 1.0325 1.2498 -0.013
O -0.8183 -1.7858 0.3141 -0.064
H -1.3337 -2.4257 -0.1960 0.115
H -0.8691 -2.0699 1.2338 0.108
O 1.5674 -2.0195 -1.3312 -0.078
H 1.2768 -2.5652 -2.0759 0.106
H 2.4006 -2.3996 -1.0288 0.097
O 2.0549 0.7782 -1.4498 -0.066
H 1.9804 1.7002 -1.7286 0.114
H 2.8589 0.4317 -1.8522 0.104
O -2.4360 2.9110 0.7164 -0.046
H -2.3456 3.6506 1.3251 0.059
H -2.5317 3.3132 -0.1526 0.058
O 1.9367 -0.5369 0.9912 -0.046
H 2.5690 0.1825 1.1206 0.109
H 2.0077 -1.1014 1.7706 0.113
```


(5)
DFT (the ωB97M-V functional and the def2-TZVPD basis) results for 2 unconnected molecules or ions with the total composition ClH3NOPS in a non-equilibrium geometry.

Summary:
spin multiplicity = 1
orbital gap (alpha / beta) = 6.791 / 6.742 eV

Geometry as XYZ:
```
8
Properties=species:S:1:pos:R:3:lowdin_charge:R:1
N 0.9616 0.8114 0.9835 -0.313
O -0.1203 0.3022 -1.1769 -0.420
P 0.0925 -0.5434 0.3501 0.386
S -3.3228 -1.7182 -0.2119 0.010
Cl 1.7860 -1.6330 0.0280 0.181
H 0.9272 1.4625 0.0646 0.085
H 0.4716 1.3679 1.7444 0.047
H -0.7957 -0.0494 -1.7818 0.023
```


(6)
DFT (the ωB97M-V functional and the def2-TZVPD basis) results for C6H9NO in the gas phase in a non-equilibrium geometry.

Summary:
spin multiplicity = 1
orbital gap = 10.152 eV
SMILES string = N[C@H]1[C@H]2C=C[C@@H]1[C@@H]2O

Geometry as XYZ:
```
17
Properties=species:S:1:pos:R:3:lowdin_charge:R:1
C 0.9177 -0.8135 -0.0095 -0.361
C -0.1400 -0.2188 1.0428 -0.184
C -0.0183 1.1251 0.6850 -0.159
C -0.0961 1.2700 -0.6226 -0.045
C -0.1250 -0.2920 -1.0236 -0.166
C -1.2504 -0.8202 -0.0019 -0.160
H 2.6530 -0.2861 0.8553 0.128
H 2.0276 0.8099 -0.5313 0.121
H 0.9680 -1.9499 0.2971 0.171
H -0.1555 -0.4494 2.0834 0.126
H -0.1053 1.6770 1.5519 0.100
H -0.4754 2.1113 -1.3089 0.135
H 0.1506 -0.5768 -2.1608 0.172
H -1.5304 -1.8072 -0.2921 0.129
H -2.4904 0.6976 -0.3080 0.055
N 2.2794 -0.2649 -0.2127 -0.012
O -2.6093 -0.2120 -0.0441 -0.052
```


(7)
DFT (the ωB97M-V functional and the def2-TZVPD basis) results for a gas-phase ion, C9H16N (charge +1) in a non-equilibrium geometry.

Summary:
spin multiplicity = 1
total charge = +1
orbital gap = 10.112 eV
SMILES string = CC[N@H+]1CCCC2=C[C@]21C

Geometry as XYZ:
```
26
Properties=species:S:1:pos:R:3:lowdin_charge:R:1
C -1.3580 1.3031 1.3794 0.069
C -2.1052 0.4316 0.7432 0.018
C -2.5503 -0.9174 0.2877 -0.138
C -1.4429 -1.5288 -0.5792 -0.131
C -0.1165 -1.3455 0.1050 -0.134
C -0.7405 1.0836 0.0056 -0.375
C -0.6945 2.2393 -0.9929 -0.013
C 2.7822 -0.3918 0.4203 -0.063
C 1.5350 0.4152 0.6786 -0.164
N 0.2778 0.0436 -0.1355 -0.099
H -1.2498 2.1439 2.1429 0.149
H -2.9324 -1.5334 1.0166 0.093
H -3.4845 -0.9346 -0.3396 0.148
H -1.6703 -2.6867 -0.6963 0.182
H -1.4186 -0.9938 -1.4904 0.110
H -0.1793 -1.3932 1.2624 0.184
H 0.6731 -1.8788 -0.1876 0.081
H 0.0522 2.0122 -1.7412 0.066
H -0.4571 3.2429 -0.5351 0.103
H -1.7397 2.2565 -1.4950 0.124
H 2.6082 -0.9339 -0.5659 0.100
H 3.4979 0.4845 0.2258 0.115
H 3.1373 -1.0804 1.1986 0.092
H 1.6977 1.4547 0.4783 0.118
H 1.2748 0.2174 1.7708 0.156
H 0.5361 -0.1257 -1.1598 0.209
```


(8)
DFT (the ωB97M-V functional and the def2-TZVPD basis) results for a molecular structure, C34H37N5O3STa.

Summary:
spin multiplicity = 1
total charge = +3
orbital gap = 5.816 eV

Geometry as XYZ:
```
81
Properties=species:S:1:pos:R:3:lowdin_charge:R:1
Ta 0.3573 -0.2251 -0.3173 1.701
C 1.7851 2.6790 -0.0239 0.037
O 0.8564 1.6685 0.5011 -0.291
C 0.0177 2.0600 1.5863 -0.211
C -0.1686 3.3628 1.9872 0.015
C -1.0123 3.5790 3.0722 -0.018
C -1.6376 2.5202 3.7210 -0.024
C -1.4374 1.2153 3.3004 0.022
C -0.6081 0.9888 2.2133 -0.238
N -0.2485 -0.2610 1.6575 -0.177
N -0.2788 -1.2941 2.4854 0.172
C 0.4508 -2.3689 2.3099 -0.113
C 1.5371 -2.4424 1.3448 -0.241
O 1.6025 -1.5060 0.4172 -0.184
C 2.5238 -3.4012 1.4630 0.034
C 2.4178 -4.3629 2.4505 0.087
C 1.3440 -4.4167 3.3661 -0.151
C 1.2793 -5.4360 4.3360 0.025
C 0.2283 -5.4774 5.2204 -0.014
C -0.7731 -4.5048 5.1494 0.001
C -0.7299 -3.4921 4.2046 0.008
C 0.3302 -3.4294 3.3088 -0.084
H 2.3614 3.0622 0.8132 0.126
H 1.2135 3.4605 -0.5166 0.117
H 2.4254 2.1707 -0.7362 0.097
H 0.3208 4.1975 1.5067 0.128
H -1.1717 4.5921 3.4146 0.130
H -2.2838 2.7163 4.5651 0.128
H -1.9075 0.3804 3.8006 0.125
H 3.3573 -3.3805 0.7741 0.139
H 3.1928 -5.1176 2.5248 0.147
H 2.0641 -6.1806 4.3757 0.135
H 0.1746 -6.2566 5.9676 0.130
H -1.6007 -4.5420 5.8453 0.129
H -1.5216 -2.7578 4.1634 0.118
C -4.2943 3.0676 -1.0452 -0.044
C -4.3023 1.7404 -1.7846 -0.208
N -3.1362 1.5932 -2.6848 -0.073
C -3.2533 2.2469 -4.0183 -0.150
C -2.4169 3.5098 -4.1415 -0.044
C -2.0366 0.9677 -2.3645 -0.557
S -1.9573 0.3188 -0.6920 0.812
N -1.1020 0.8265 -3.3220 0.152
C 0.1634 0.6483 -3.1839 -0.343
O 0.7479 0.6607 -1.9611 -0.251
C 1.0389 0.4052 -4.3145 -0.160
C 0.5009 0.4136 -5.6088 -0.002
C 1.3204 0.1774 -6.6947 -0.031
C 2.6760 -0.0682 -6.5000 -0.018
C 3.2174 -0.0775 -5.2183 -0.039
C 2.4049 0.1596 -4.1265 -0.014
H -5.1770 3.1269 -0.4104 0.097
H -4.3258 3.9103 -1.7341 0.081
H -3.4093 3.1603 -0.4135 0.072
H -5.1813 1.6492 -2.4201 0.135
H -4.3208 0.9010 -1.0945 0.077
H -4.3093 2.4710 -4.1449 0.130
H -2.9687 1.5100 -4.7675 0.124
H -2.6784 4.2401 -3.3772 0.077
H -2.6101 3.9629 -5.1132 0.098
H -1.3512 3.2947 -4.0793 0.069
H -0.5516 0.6166 -5.7486 0.116
H 0.9109 0.1934 -7.6952 0.124
H 3.3168 -0.2455 -7.3536 0.127
H 4.2741 -0.2589 -5.0790 0.122
H 2.8333 0.1662 -3.1333 0.111
C 1.1713 -4.3044 -3.7252 -0.007
C -0.2466 -3.9829 -3.2190 -0.564
C -1.1605 -3.5389 -4.3774 -0.007
C -0.8525 -5.1710 -2.4517 -0.009
C -0.1454 -2.8533 -2.2957 -0.017
N -0.0886 -1.9624 -1.5691 0.107
H 1.0954 -5.1447 -4.4142 0.111
H 1.8332 -4.5926 -2.9089 0.097
H 1.6046 -3.4596 -4.2610 0.092
H -1.2331 -4.3667 -5.0819 0.111
H -0.7463 -2.6777 -4.9028 0.087
H -2.1639 -3.3019 -4.0245 0.099
H -0.9293 -6.0064 -3.1467 0.111
H -1.8507 -4.9430 -2.0799 0.100
H -0.2174 -5.4777 -1.6211 0.096
```


(9)
DFT (the ωB97M-V functional and the def2-TZVPD basis) results for 2 unconnected molecules or ions with the total composition C3H9N2O2 in a non-equilibrium geometry.

Summary:
spin multiplicity = 1
total charge = -1
orbital gap = 6.872 eV

Geometry as XYZ:
```
16
Properties=species:S:1:pos:R:3:lowdin_charge:R:1
C 1.5576 0.4948 1.9524 -0.440
N 1.5377 0.8293 0.6329 0.063
O 0.5260 0.3030 2.6341 -0.091
H 2.5574 0.5503 2.4034 0.091
H 2.3669 1.3280 0.2692 0.074
H 0.6379 0.6428 -0.0689 0.046
C -1.3882 -0.2204 0.2199 -0.170
N -0.5913 0.4494 -0.8478 -0.162
C -0.2720 -0.6637 -1.9564 -0.555
O -1.3238 -1.2383 -2.4776 -0.306
H -2.4252 -0.5087 -0.1504 0.079
H -1.4431 0.4245 1.1125 0.050
H -0.8682 -1.1302 0.6262 0.082
H -1.2351 1.0908 -1.3152 0.095
H 0.3429 -1.3368 -1.2752 0.079
H 0.4401 -0.1935 -2.6451 0.065
```


Q: Which value of spin multiplicity does entry 9 give?
A: 1


Q: Look up the spin multiplicity of the ninth one.
A: 1